Record 1
This record from OMol25 describes a structure of composition C28H33MgN4O at a distorted geometry. The level of theory is wB97M-V/def2-TZVPD.

```
67
Properties=species:S:1:pos:R:3:forces:R:3:lowdin_charge:R:1
Mg 0.000 0.000 0.000 -0.951 -1.082 -0.094 0.78
C -1.937 1.448 -1.438 -0.637 -2.938 -3.408 -0.26
C -2.684 0.721 -0.486 -0.780 -1.534 -0.986 -0.24
C -2.614 -0.642 -0.829 0.424 0.319 -0.385 -0.23
C -1.833 -0.761 -1.998 -1.503 0.824 0.056 -0.22
C -1.418 0.535 -2.381 -0.143 -0.339 0.193 -0.22
C -0.673 0.884 -3.624 -0.124 0.353 -0.226 -0.03
C -1.502 -2.044 -2.669 -7.738 -2.554 -0.703 -0.14
C -3.306 -1.743 -0.116 -0.012 -0.176 0.171 -0.04
C -3.442 1.258 0.673 -1.809 -0.820 -0.048 -0.02
C -1.702 2.915 -1.439 -0.468 4.055 -6.781 -0.08
H 0.179 1.545 -3.437 0.037 -0.018 -0.060 0.08
H -1.338 1.384 -4.332 0.042 0.125 -0.157 0.08
H -0.287 -0.010 -4.115 0.053 0.445 -0.341 0.07
H -2.400 -2.540 -3.033 -1.165 -0.529 0.177 0.11
H -1.004 -2.728 -1.981 -1.436 -0.395 -0.180 0.13
H -0.840 -1.904 -3.521 -4.834 -3.099 -2.338 0.07
H -4.345 -1.822 -0.440 -0.187 -0.124 0.015 0.07
H -3.306 -1.574 0.961 -0.036 -0.035 0.119 0.07
H -2.823 -2.704 -0.296 -0.006 -0.050 -0.012 0.07
H -4.510 1.062 0.562 -0.207 -0.182 0.011 0.10
H -3.312 2.333 0.784 -1.713 -1.182 -0.114 0.06
H -3.109 0.791 1.601 -0.060 0.050 0.228 0.11
H -2.084 3.382 -2.347 0.140 0.047 -0.870 0.11
H -0.636 3.130 -1.371 0.064 0.230 0.112 0.13
H -2.185 3.406 -0.594 -0.704 2.273 -3.336 0.07
C 1.642 -1.098 2.369 2.327 -1.393 0.662 -0.27
N 1.289 -1.321 0.964 2.865 -0.170 3.895 -0.10
C 1.817 -2.374 0.471 0.171 -0.827 -0.683 -0.09
C 1.403 -2.487 -0.853 1.063 -1.755 1.089 -0.38
C 1.661 -3.381 -1.853 0.235 -0.808 -0.870 -0.04
C 0.929 -2.915 -2.940 1.689 -0.800 -1.337 -0.10
C 0.285 -1.772 -2.506 7.853 3.196 1.045 -0.40
N 0.578 -1.516 -1.226 -0.433 1.766 -2.504 0.02
C 3.095 -0.739 2.586 -0.452 -0.597 -0.091 -0.20
C 3.691 0.282 1.832 0.360 0.059 0.060 -0.04
C 5.028 0.625 2.035 -0.364 -0.161 0.134 -0.10
C 5.781 -0.045 2.997 0.096 0.015 0.036 -0.13
C 5.197 -1.056 3.759 -0.301 0.134 -0.103 -0.11
C 3.859 -1.400 3.558 0.531 0.348 -0.029 -0.06
H 1.367 -1.978 2.964 0.145 0.007 0.099 0.12
H 1.029 -0.273 2.752 0.156 -0.700 -0.148 0.01
H 2.486 -3.122 0.922 -0.251 0.342 0.227 0.14
H 2.294 -4.256 -1.813 -0.020 -0.002 0.088 0.09
H 0.872 -3.354 -3.928 -0.099 -0.044 0.021 0.10
H -0.376 -1.138 -3.086 6.131 2.803 1.994 0.02
H 3.107 0.808 1.078 0.085 -0.199 0.105 0.10
H 5.479 1.417 1.442 -0.039 -0.088 0.068 0.09
H 6.821 0.225 3.157 -0.100 -0.055 -0.032 0.09
H 5.783 -1.573 4.514 -0.050 0.033 -0.091 0.09
H 3.416 -2.184 4.167 -0.045 0.065 -0.167 0.10
N -1.698 5.164 4.635 0.000 0.193 0.271 0.16
C -2.132 4.935 3.360 -0.579 0.583 -0.001 -0.49
O -2.949 5.692 2.849 0.294 -0.193 0.239 0.04
C -1.597 3.760 2.618 -0.572 0.166 -0.724 -0.12
C -2.061 3.553 1.316 1.628 1.227 2.189 -0.02
C -1.576 2.468 0.610 4.102 -0.465 6.640 -0.31
N -0.678 1.594 1.108 -0.831 3.674 0.334 0.02
C -0.244 1.814 2.367 0.220 1.200 0.497 -0.14
C -0.667 2.871 3.157 -0.103 -0.327 -0.592 -0.01
H -2.086 5.973 5.105 0.108 -0.277 -0.223 0.11
H -1.033 4.604 5.142 -0.132 -0.031 -0.324 0.08
H -2.784 4.222 0.861 -0.014 0.138 0.295 0.14
H -1.908 2.266 -0.405 0.910 -1.271 7.150 -0.12
H 0.478 1.092 2.737 -0.422 0.873 -0.107 0.05
H -0.266 2.969 4.155 0.054 0.032 -0.011 0.09
H 0.288 0.014 1.750 -2.464 -0.356 -0.144 -0.01
```
Forces are in eV/Å.

Output
net charge = -1
orbital gap = 4.54 eV
spin multiplicity = 1



Record 2
This record from OMol25 describes a structure of composition C28H33N6O3PSr at a distorted geometry. The level of theory is wB97M-V/def2-TZVPD.

```
72
Properties=species:S:1:pos:R:3:forces:R:3:lowdin_charge:R:1
Sr -0.255 -0.627 -0.675 0.182 -0.890 0.550 1.30
C -1.413 -3.817 -0.311 0.029 0.274 -0.042 -0.20
C -2.144 -3.173 0.706 0.104 0.220 -0.161 -0.19
C -2.875 -2.116 0.118 0.210 0.139 -0.065 -0.22
C -2.575 -2.090 -1.262 -0.353 -0.373 0.032 -0.28
C -1.679 -3.156 -1.527 0.023 0.197 0.028 -0.25
H -0.768 -4.674 -0.172 -0.043 0.000 -0.005 0.08
H -2.164 -3.470 1.747 -0.025 -0.017 -0.027 0.08
H -3.573 -1.456 0.617 0.032 -0.031 0.018 0.08
H -3.071 -1.484 -2.010 0.081 0.069 0.004 0.08
H -1.343 -3.448 -2.514 0.006 -0.001 0.007 0.08
N 3.583 -0.458 2.706 0.130 0.026 0.121 0.03
C 2.487 0.123 2.211 -0.061 -0.031 -0.085 -0.17
N 1.936 -0.668 1.313 -0.019 -0.060 -0.018 0.10
C 2.774 -1.748 1.306 -0.123 -0.222 -0.230 -0.33
N 3.787 -1.660 2.137 -0.014 0.111 0.066 0.13
C 2.611 -2.906 0.404 0.084 0.156 0.229 -0.22
C 3.448 -4.013 0.506 0.069 -0.150 -0.044 -0.07
N 3.362 -5.032 -0.341 0.033 0.084 0.111 0.09
C 2.432 -4.939 -1.286 0.066 -0.046 0.011 -0.10
C 1.583 -3.849 -1.373 -0.060 0.109 -0.018 -0.11
N 1.671 -2.828 -0.525 -0.185 0.118 -0.260 0.10
H 4.224 -0.114 3.400 -0.012 0.011 -0.009 0.16
H 2.123 1.092 2.513 -0.004 -0.059 -0.029 0.09
H 4.198 -4.060 1.285 -0.013 -0.020 -0.023 0.11
H 2.356 -5.758 -1.991 -0.004 0.015 0.009 0.11
H 0.807 -3.795 -2.125 0.029 -0.003 0.011 0.10
C 4.315 -0.512 -2.980 0.055 0.010 -0.057 -0.07
C 3.990 0.019 -4.221 0.019 0.001 -0.031 -0.07
C 2.756 0.608 -4.396 -0.008 0.027 -0.008 -0.02
C 1.844 0.668 -3.333 0.065 -0.009 0.073 -0.23
N 2.158 0.124 -2.141 -0.266 -0.016 -0.069 0.06
C 3.361 -0.436 -1.988 -0.139 0.122 0.116 -0.16
C 0.499 1.287 -3.518 0.085 -0.067 0.037 -0.25
C 0.357 2.310 -4.463 -0.015 0.013 -0.012 -0.07
C -0.896 2.837 -4.736 0.001 -0.031 0.020 -0.11
C -2.006 2.322 -4.075 0.073 -0.005 -0.010 -0.11
C -1.832 1.326 -3.118 0.047 0.003 -0.061 -0.19
C -0.582 0.780 -2.774 -0.236 0.194 -0.267 -0.21
H 5.271 -0.980 -2.790 -0.008 0.002 0.002 0.10
H 4.692 -0.035 -5.044 -0.004 0.000 -0.003 0.11
H 2.472 1.001 -5.363 0.009 -0.014 0.035 0.11
H 3.575 -0.838 -1.003 -0.013 0.011 -0.033 0.08
H 1.224 2.717 -4.976 -0.061 -0.026 0.023 0.10
H -1.005 3.634 -5.463 -0.001 -0.030 0.031 0.09
H -2.997 2.701 -4.306 0.039 -0.012 0.019 0.09
H -2.731 0.956 -2.619 0.054 0.023 -0.038 0.07
C -0.662 2.680 5.383 -0.006 -0.039 0.081 -0.08
C -0.589 3.291 4.004 0.033 0.051 0.008 -0.31
O -1.391 2.543 3.084 -0.222 0.051 0.135 -0.31
P -0.649 1.649 1.949 0.232 0.109 0.157 0.81
O -1.000 2.339 0.552 -0.031 -0.014 -0.244 -0.32
C -2.327 2.669 0.048 0.065 0.024 0.206 -0.24
C -2.823 3.981 0.612 0.001 0.036 -0.007 -0.07
O -1.702 0.412 1.843 0.055 -0.107 -0.084 -0.36
C -1.857 -0.463 2.984 0.041 0.144 -0.033 -0.28
C -3.134 -0.143 3.723 -0.039 0.005 0.030 -0.06
H -0.039 3.247 6.078 -0.034 -0.024 -0.009 0.08
H -0.310 1.646 5.366 0.001 0.041 0.007 0.07
H -1.688 2.686 5.755 0.030 -0.014 -0.017 0.08
H 0.448 3.333 3.655 0.000 -0.035 -0.043 0.10
H -0.971 4.310 4.008 -0.031 0.054 -0.027 0.12
H -3.006 1.848 0.278 0.001 -0.041 0.034 0.12
H -2.203 2.723 -1.027 0.041 0.005 -0.103 0.09
H -3.005 3.917 1.684 -0.008 -0.009 -0.036 0.06
H -3.758 4.242 0.112 0.011 0.027 0.024 0.08
H -2.100 4.777 0.423 -0.024 -0.031 -0.013 0.08
H -0.981 -0.366 3.636 0.002 0.021 0.019 0.10
H -1.872 -1.472 2.584 0.024 -0.043 -0.030 0.08
H -3.126 0.879 4.105 0.009 -0.056 -0.017 0.06
H -3.253 -0.836 4.558 -0.024 0.024 -0.008 0.08
H -3.990 -0.259 3.056 0.015 -0.003 0.020 0.08
```
Forces are in eV/Å.

Output
net charge = 0
orbital gap = 6.73 eV
spin multiplicity = 1



Record 3
This record from OMol25 describes a cluster of 2 separate species, C28H34BO3 in total at a distorted geometry. The level of theory is wB97M-V/def2-TZVPD.

```
66
Properties=species:S:1:pos:R:3:forces:R:3:lowdin_charge:R:1
C -7.989 1.953 -3.646 -0.045 -0.613 0.584 -0.01
C -6.521 2.105 -3.717 1.066 1.213 -1.086 -0.29
C -5.827 2.989 -4.527 -1.390 -0.517 0.423 -0.03
C -4.476 2.788 -4.281 0.955 -0.666 0.626 -0.02
C -4.381 1.791 -3.334 1.361 0.389 -0.185 -0.12
B -3.081 1.150 -2.748 -1.517 0.406 -0.399 -0.49
O -1.810 1.655 -3.083 -1.144 -1.176 0.938 0.14
C -0.966 0.546 -2.722 0.559 -0.808 0.304 -0.46
C -0.849 -0.349 -3.963 0.016 0.176 0.178 0.00
C 0.417 1.034 -2.275 -0.500 0.214 -0.095 0.00
C -1.784 -0.195 -1.565 0.955 -0.155 0.169 -0.46
C -1.488 -1.696 -1.470 -0.360 0.324 -0.176 0.00
C -1.559 0.481 -0.208 -0.147 -0.097 -0.190 -0.01
O -3.156 0.009 -1.936 1.059 1.236 -0.890 0.14
O -5.633 1.373 -2.980 -0.929 0.339 -0.421 0.09
H -8.491 2.634 -4.334 0.262 -0.017 0.035 0.09
H -8.274 0.933 -3.901 -0.137 -0.056 0.029 0.09
H -8.343 2.159 -2.636 -0.134 -0.036 0.051 0.09
H -6.262 3.688 -5.222 -0.119 -0.036 0.046 0.11
H -3.650 3.298 -4.748 0.078 -0.066 0.086 0.12
H -0.228 -1.222 -3.774 0.045 -0.033 -0.001 0.09
H -1.838 -0.681 -4.273 -0.036 -0.097 -0.031 0.10
H -0.413 0.209 -4.791 0.019 0.119 0.032 0.10
H 1.043 0.200 -1.962 -0.009 -0.164 0.009 0.07
H 0.920 1.547 -3.093 -0.027 -0.032 -0.123 0.09
H 0.338 1.737 -1.448 -0.014 0.028 0.016 0.08
H -0.436 -1.879 -1.255 0.152 0.044 -0.006 0.07
H -2.082 -2.144 -0.675 -0.045 0.067 0.094 0.09
H -1.751 -2.205 -2.395 0.026 -0.005 0.011 0.09
H -0.534 0.355 0.138 0.076 -0.012 0.022 0.07
H -1.780 1.545 -0.280 0.059 0.093 0.026 0.10
H -2.227 0.055 0.539 -0.084 -0.081 -0.042 0.10
C 6.370 3.207 -0.974 0.232 0.258 0.139 -0.03
C 5.454 2.116 -0.541 -0.031 0.132 -0.041 -0.24
C 4.894 1.242 -1.466 -0.059 -0.245 -0.137 -0.01
C 4.006 0.267 -1.075 -0.018 -0.014 0.017 0.00
C 3.649 0.117 0.276 -0.062 -0.052 0.016 -0.21
C 2.748 -0.920 0.670 0.271 0.273 0.299 0.06
C 2.448 -1.226 1.981 0.077 -0.003 0.052 -0.06
C 1.595 -2.235 2.374 -0.049 0.304 0.371 0.06
C 1.238 -2.511 3.729 0.054 -0.016 -0.120 -0.20
C 0.389 -3.590 4.031 0.011 -0.042 -0.029 0.01
C 0.008 -3.847 5.327 -0.062 -0.139 -0.212 -0.01
C 0.448 -3.050 6.377 -0.148 -0.006 0.069 -0.24
C 0.000 -3.318 7.773 0.074 0.126 0.353 -0.03
C 1.295 -1.987 6.090 0.207 0.249 -0.144 -0.01
C 1.685 -1.718 4.800 0.065 -0.005 0.055 0.01
C 4.235 0.996 1.205 0.057 -0.014 0.042 0.01
C 5.115 1.969 0.800 -0.104 -0.191 0.259 -0.01
H 6.693 3.815 -0.128 -0.040 -0.061 -0.048 0.09
H 7.266 2.810 -1.451 -0.029 -0.049 -0.106 0.10
H 5.872 3.869 -1.684 0.014 -0.053 -0.078 0.10
H 5.183 1.321 -2.500 -0.035 0.038 -0.243 0.13
H 3.587 -0.407 -1.802 -0.095 -0.128 -0.212 0.12
H 2.282 -1.502 -0.106 -0.116 -0.209 -0.334 0.12
H 2.932 -0.657 2.750 0.098 0.170 0.181 0.09
H 1.135 -2.831 1.608 -0.177 -0.323 -0.274 0.13
H 0.045 -4.228 3.235 -0.125 -0.116 -0.187 0.12
H -0.647 -4.671 5.545 -0.151 -0.229 -0.032 0.13
H 0.425 -2.600 8.476 -0.016 -0.058 -0.086 0.09
H -1.086 -3.253 7.854 -0.006 -0.079 -0.060 0.10
H 0.302 -4.315 8.095 -0.058 -0.056 -0.035 0.10
H 1.637 -1.363 6.897 0.110 0.155 0.123 0.12
H 2.341 -0.886 4.617 0.082 0.180 0.045 0.11
H 3.997 0.909 2.250 -0.012 0.071 0.180 0.11
H 5.571 2.618 1.529 -0.010 0.148 0.143 0.12
```
Forces are in eV/Å.

Output
net charge = +1
orbital gap = 4.08 eV
spin multiplicity = 1



Number 1: LUMO level 2.575 eV. Number 2: LUMO level -0.138 eV. Number 3: LUMO level -5.533 eV.